A cluster of 2 separate species, C3H8O in total. Source: OMol25; level of theory: the ωB97M-V functional and the def2-TZVPD basis.

Results
* F_max: 4.316 eV/A
* HOMO level: -8.7 eV
* gap between HOMO and LUMO: 9.43 eV
* relative energy (zero: lowest compared OMol25 entry of this formula, charge and spin): 3.055 eV

Structure (ORCA input):
```
! RIJCOSX wB97M-V def2-TZVPD def2/J DEFGRID3
* xyz 0 1
C -2.3336 1.6231 -0.4905
H -2.6492 0.7181 -1.0644
H -3.2019 2.3148 -0.4496
H -1.5780 2.2514 -0.8952
H -1.8435 1.2430 0.5025
C -0.1201 -0.1557 -0.1635
C 1.1807 -0.5474 -0.1879
O 1.8425 -1.1759 0.8583
H -0.8418 -0.4561 -0.8336
H -0.3437 0.2327 0.8382
H 1.9456 -0.3735 -0.9961
H 1.4105 -2.0431 1.0825
*
```

A structure of composition C27H44F6OP2Pb. Source: OMol25; level of theory: the ωB97M-V functional and the def2-TZVPD basis.

Results
* F_max: 1.979 eV/A
* HOMO level (spin up / spin down): -13.7 / -13.7 eV
* gap between HOMO and LUMO (spin up / spin down): 5.34 / 5.41 eV
* relative energy (zero: lowest compared OMol25 entry of this formula, charge and spin): 0.000 eV

Structure (ORCA input):
```
! RIJCOSX wB97M-V def2-TZVPD def2/J DEFGRID3
* xyz 2 1
Pb 0.1332 -0.0263 1.2144
C -0.6753 -2.8968 3.2610
C 0.6338 -3.2037 2.7994
C 0.8276 -1.6624 4.4955
C -0.5563 -1.9445 4.3116
C 1.5611 -2.4455 3.5635
C -1.9407 -3.4827 2.7725
H -1.8530 -3.8166 1.7303
H -2.7645 -2.7610 2.8393
H -2.2233 -4.3607 3.3753
C -1.6549 -1.3198 5.0728
H -2.6277 -1.7050 4.7436
H -1.6548 -0.2233 4.9543
H -1.5513 -1.5288 6.1481
C 1.3806 -0.7340 5.4983
H 1.3644 -1.1847 6.5032
H 0.7951 0.1956 5.5493
H 2.4212 -0.4772 5.2652
C 3.0319 -2.4596 3.4199
H 3.4925 -3.1665 4.1271
H 3.4599 -1.4704 3.6241
H 3.3294 -2.7688 2.4094
C 0.9797 -4.1485 1.7118
H 1.2480 -5.1370 2.1167
H 1.8413 -3.7922 1.1324
H 0.1363 -4.2939 1.0269
C -1.3421 1.1168 -4.3649
C -1.5705 -0.2104 -4.3697
C -0.9420 -1.2107 -5.2989
C 0.5149 -0.9137 -5.7438
C 1.4361 -0.4253 -4.6744
C 1.7294 0.8651 -4.4002
C 0.9793 2.0832 -4.8455
C -0.4776 1.8609 -5.3305
H -1.5597 -1.3013 -6.2111
H 0.5046 -0.2484 -6.6195
H -0.9639 -2.2125 -4.8407
H -0.4808 1.4129 -6.3335
H -1.9143 1.7665 -3.6929
H -2.4022 -0.6109 -3.7777
H -0.9234 2.8602 -5.4492
H 0.9596 2.8293 -4.0282
H 2.6781 1.0980 -3.8985
H 1.5436 2.5677 -5.6624
H 0.9323 -1.8658 -6.1055
H 2.0489 -1.2221 -4.2295
P -1.2679 -0.0590 -1.0118
C -2.8654 0.7546 -1.2120
C -1.1558 -1.7530 -1.6747
P 1.6721 0.8275 -0.8902
C 0.0883 0.8495 -1.8802
C 2.5602 -0.6405 -1.5104
C 2.6946 2.2413 -1.3468
H -2.9858 1.5110 -0.4204
H -3.6609 0.0025 -1.0969
H -2.9579 1.2285 -2.1950
H -0.8783 -1.7528 -2.7343
H -2.1422 -2.2236 -1.5565
H -0.4205 -2.3475 -1.1071
H 2.6459 2.4593 -2.4207
H 3.7340 2.0098 -1.0561
H 2.3636 3.1188 -0.7699
H -0.2085 1.8813 -2.1258
H 0.2791 0.3300 -2.8217
H 3.4653 -0.7280 -0.8910
H 2.8548 -0.5055 -2.5577
H 1.9747 -1.5645 -1.4026
C 0.3055 3.5487 2.8027
C -1.0448 2.9105 2.5672
O -1.0800 1.6730 1.9920
C -1.7453 2.8382 3.9842
F -1.7349 4.0474 4.6306
F -3.0167 2.3906 3.9564
F -1.0360 1.9703 4.7827
C -1.8732 3.8780 1.6358
F -1.9055 5.1645 2.1000
F -1.2820 3.9149 0.4005
F -3.1519 3.4735 1.4440
H 0.8811 2.9447 3.5134
H 0.1541 4.5497 3.2220
H 0.8559 3.6314 1.8610
*
```

A cluster of 2 separate species, C22H25F6N3S2 in total. Source: OMol25; level of theory: the ωB97M-V functional and the def2-TZVPD basis.

Results
* F_max: 1.684 eV/A
* HOMO level: -5.6 eV
* gap between HOMO and LUMO: 2.61 eV

Structure (ORCA input):
```
! RIJCOSX wB97M-V def2-TZVPD def2/J DEFGRID3
* xyz 0 1
C -3.2705 0.5661 -4.8377
N -2.4050 -0.5915 -4.6865
C -3.0841 -1.8709 -4.7472
C -1.0354 -0.4885 -4.8552
S -0.4153 1.0456 -5.1579
S -0.0933 -1.8688 -4.6389
H -2.8086 1.4589 -4.4026
H -3.5195 0.7624 -5.8889
H -4.1935 0.3486 -4.2917
H -2.4720 -2.6544 -4.2927
H -4.0139 -1.7694 -4.1799
H -3.3394 -2.1529 -5.7775
C 4.5569 -3.5906 3.0796
N 4.7428 -2.8838 1.8393
C 6.1061 -2.6705 1.4025
C 6.6167 -1.3765 1.9640
F 7.9098 -1.1121 1.6472
F 5.8476 -0.3297 1.5169
F 6.4967 -1.3722 3.3313
C 3.6756 -2.3168 1.1852
C 3.3697 -2.5781 -0.1798
C 2.3004 -1.9422 -0.7749
C 1.5342 -0.9391 -0.0826
C 0.4314 -0.3422 -0.7460
C -0.5532 0.5500 -0.2408
C -1.6330 0.9642 -1.0978
C -2.6468 1.7857 -0.6531
C -2.5831 2.3589 0.6514
N -3.5343 3.2302 1.1667
C -3.2622 4.6472 1.2284
C -4.7295 2.7609 1.8402
C -4.4921 2.4294 3.2855
F -5.6457 2.1871 3.9699
F -3.6918 1.3206 3.3991
F -3.8263 3.4477 3.9161
C -1.4836 2.0417 1.4717
C -0.5702 1.0945 1.0800
C 1.9638 -0.6207 1.2445
C 2.8899 -1.3936 1.9058
H 3.5719 -4.0730 3.0807
H 5.3254 -4.3631 3.1442
H 4.6239 -2.9415 3.9651
H 6.7122 -3.4904 1.7921
H 6.1323 -2.6044 0.3099
H 3.9605 -3.3377 -0.6996
H 2.0126 -2.1998 -1.7984
H 0.3148 -0.6291 -1.7930
H -1.6272 0.6145 -2.1359
H -3.4918 2.0588 -1.2928
H -2.6567 4.9380 0.3603
H -4.2155 5.1773 1.1840
H -2.7224 4.9457 2.1422
H -5.4689 3.5636 1.7917
H -5.0709 1.8409 1.3536
H -1.4189 2.5582 2.4372
H 0.1529 0.7969 1.8282
H 1.5948 0.2514 1.7720
H 3.1319 -1.2416 2.9651
*
```

> Among the records above, which one has the lowest F_max?

C22H25F6N3S2